Entry w
DFT (ωB97M-V with the def2-TZVPD basis set) results for a 10-piece molecular cluster, C20H60O20 overall.

Computed properties:
Gap between HOMO and LUMO in eV: 9.28
Structure (SMILES): OCCO.OCCO.OCCO.OCCO.OCCO.OCCO.OCCO.OCCO.OCCO.OCCO
M in g mol⁻¹: 620.68

Each line ends with the Löwdin charge.
Geometry (Å):
O -0.051 1.633 -1.895  -0.0794
C 0.866 0.522 -2.065  -0.1828
C 0.573 0.050 -3.545  -0.1882
O 1.641 -0.840 -3.910  -0.0899
H -0.941 1.321 -1.959  0.0171
H 1.936 0.789 -2.091  0.1317
H 0.612 -0.227 -1.361  0.0677
H 0.695 0.833 -4.278  0.1128
H -0.445 -0.365 -3.806  0.1191
H 1.894 -0.759 -4.825  0.0895
O 1.487 0.559 3.744  -0.0641
C 1.754 -0.698 4.260  -0.2613
C 3.151 -1.264 3.898  -0.2514
O 3.431 -2.340 4.716  -0.0607
H 0.798 0.443 3.067  0.0298
H 1.604 -0.626 5.342  0.1208
H 1.005 -1.430 3.954  0.1035
H 3.927 -0.521 4.138  0.1278
H 3.173 -1.546 2.848  0.0991
H 3.153 -3.137 4.284  0.0396
O 2.409 -2.180 -1.338  -0.0590
C 3.733 -2.204 -1.666  -0.2828
C 4.614 -2.998 -0.771  -0.2360
O 5.953 -2.835 -1.273  -0.0727
H 1.904 -1.743 -2.008  0.0284
H 3.784 -2.378 -2.732  0.1327
H 4.068 -1.173 -1.448  0.1296
H 4.255 -4.001 -0.850  0.1061
H 4.607 -2.665 0.280  0.1277
H 6.388 -1.999 -0.988  0.1081
O -0.536 -1.698 0.082  -0.0919
C -0.377 -0.947 1.334  -0.1966
C -1.029 0.381 1.207  -0.2552
O -0.836 1.129 2.367  -0.0506
H -0.039 -2.539 0.170  0.0489
H -0.935 -1.571 2.041  0.1290
H 0.675 -0.960 1.641  0.1060
H -2.070 0.217 0.990  0.1257
H -0.697 0.881 0.283  0.1041
H -1.329 1.964 2.269  0.0763
O 2.985 -4.104 2.583  -0.0468
C 2.152 -3.930 1.482  -0.2403
C 0.695 -4.375 1.752  -0.1916
O 0.022 -4.437 0.540  -0.0445
H 3.781 -4.498 2.229  0.1057
H 2.228 -2.922 1.149  0.0871
H 2.594 -4.445 0.634  0.1140
H 0.197 -3.775 2.573  0.1485
H 0.724 -5.335 2.206  0.1114
H 0.479 -5.023 0.021  0.0658
O -0.125 -3.346 -4.313  -0.0664
C -0.573 -3.319 -2.888  -0.1647
C -1.623 -4.433 -2.653  -0.2431
O -2.171 -4.339 -1.388  -0.0384
H -0.799 -3.018 -4.889  0.0614
H 0.249 -3.612 -2.272  0.0908
H -0.813 -2.333 -2.524  0.0854
H -1.085 -5.367 -2.732  0.1165
H -2.394 -4.463 -3.390  0.1125
H -1.526 -4.403 -0.716  0.0296
O 2.038 1.067 0.728  -0.0447
C 1.892 2.447 0.937  -0.2393
C 2.445 3.387 -0.127  -0.2746
O 1.908 4.653 0.006  -0.0686
H 1.238 0.716 0.328  0.0286
H 0.936 2.672 1.300  0.0779
H 2.583 2.772 1.783  0.1439
H 2.215 2.921 -1.078  0.1017
H 3.540 3.538 -0.043  0.1288
H 2.281 5.091 0.812  0.1164
O -4.096 2.905 0.278  -0.0621
C -4.729 3.871 -0.518  -0.2290
C -3.740 4.631 -1.362  -0.2938
O -4.317 5.657 -2.064  -0.0262
H -3.373 3.313 0.734  0.0295
H -5.570 3.424 -1.115  0.1468
H -5.155 4.605 0.149  0.1173
H -3.130 3.998 -1.975  0.1189
H -3.065 5.141 -0.738  0.0973
H -3.638 6.068 -2.590  0.0916
O -4.010 -2.224 -2.448  -0.0588
C -3.448 -1.117 -1.706  -0.1851
C -3.479 0.187 -2.538  -0.2070
O -2.804 1.133 -1.770  -0.0772
H -3.867 -3.019 -2.005  0.0184
H -4.153 -0.940 -0.873  0.1302
H -2.480 -1.403 -1.383  0.0738
H -4.486 0.529 -2.719  0.1275
H -2.929 0.044 -3.434  0.1026
H -3.511 1.610 -1.356  0.0504
O -1.666 3.679 1.346  -0.1153
C -1.191 4.790 2.137  -0.1882
C -1.855 4.743 3.509  -0.2297
O -1.107 5.714 4.255  -0.1195
H -1.263 3.843 0.487  0.1010
H -0.127 4.679 2.378  0.1233
H -1.498 5.645 1.539  0.1282
H -1.835 3.808 4.115  0.1399
H -2.903 5.127 3.493  0.1272
H -1.447 6.663 4.003  0.1465

***

Entry x
DFT (ωB97M-V with the def2-TZVPD basis set) results for a 10-piece molecular cluster, C20H60O20 overall.

Computed properties:
Gap between HOMO and LUMO in eV: 9.69
Structure (SMILES): OCCO.OCCO.OCCO.OCCO.OCCO.OCCO.OCCO.OCCO.OCCO.OCCO
M in g mol⁻¹: 620.68

Each line ends with the Löwdin charge.
Geometry (Å):
O -15.979 -19.046 5.196  -0.0711
C -14.650 -18.752 4.733  -0.2165
C -13.719 -19.272 5.784  -0.2414
O -13.746 -18.501 6.966  -0.0578
H -16.616 -18.560 4.667  0.0859
H -14.479 -19.233 3.768  0.1129
H -14.532 -17.665 4.695  0.1246
H -12.678 -19.309 5.454  0.0986
H -13.912 -20.333 6.007  0.1167
H -14.596 -18.607 7.405  0.1067
O -11.304 -17.401 7.757  -0.0635
C -10.445 -18.328 7.101  -0.2532
C -9.161 -18.616 7.824  -0.2131
O -8.398 -19.517 7.021  -0.0756
H -12.213 -17.681 7.574  0.0371
H -10.961 -19.283 6.962  0.1031
H -10.234 -17.880 6.122  0.1069
H -9.280 -19.003 8.842  0.1255
H -8.572 -17.705 7.972  0.1273
H -8.985 -20.255 6.808  0.0570
O -10.846 -20.727 5.056  -0.0777
C -11.185 -22.116 5.217  -0.1971
C -10.287 -22.838 6.186  -0.2120
O -10.567 -22.469 7.541  -0.0665
H -10.421 -20.650 4.197  0.0407
H -12.239 -22.213 5.479  0.0995
H -11.042 -22.592 4.239  0.1079
H -9.239 -22.595 6.006  0.1024
H -10.427 -23.918 6.087  0.0967
H -11.500 -22.688 7.662  0.0636
O -12.143 -16.265 2.876  -0.0781
C -10.736 -16.362 2.618  -0.2118
C -10.174 -17.715 3.033  -0.2257
O -9.209 -17.532 4.064  -0.0696
H -12.277 -15.853 3.734  0.0811
H -10.647 -16.233 1.541  0.1144
H -10.196 -15.580 3.152  0.1248
H -9.735 -18.223 2.162  0.1095
H -10.980 -18.370 3.381  0.1135
H -9.214 -18.298 4.646  0.0294
O -8.596 -25.884 10.276  -0.0607
C -9.666 -25.508 9.405  -0.2372
C -9.607 -26.358 8.174  -0.2485
O -9.833 -27.706 8.581  -0.0586
H -8.357 -26.793 10.070  0.0729
H -10.622 -25.667 9.928  0.1127
H -9.625 -24.423 9.301  0.1129
H -8.633 -26.306 7.671  0.1274
H -10.303 -26.057 7.382  0.0878
H -10.395 -28.143 7.940  0.0844
O -9.323 -22.744 -0.080  -0.0583
C -9.055 -21.539 0.636  -0.2247
C -9.716 -21.575 2.000  -0.2591
O -11.117 -21.781 1.884  -0.0735
H -8.687 -23.404 0.210  0.0929
H -7.983 -21.383 0.797  0.1287
H -9.438 -20.707 0.047  0.1254
H -9.455 -20.635 2.494  0.0929
H -9.221 -22.368 2.580  0.1261
H -11.172 -22.444 1.181  0.0831
O -7.269 -20.230 4.081  -0.0420
C -6.683 -21.117 4.996  -0.2799
C -5.541 -21.846 4.361  -0.2377
O -5.946 -22.861 3.439  -0.0705
H -7.792 -19.593 4.578  0.0495
H -6.245 -20.620 5.879  0.1239
H -7.380 -21.812 5.492  0.1017
H -4.913 -22.259 5.155  0.1212
H -4.995 -21.114 3.767  0.1263
H -6.268 -23.616 3.939  0.0785
O -15.194 -22.824 1.372  -0.0560
C -14.241 -22.365 2.330  -0.2429
C -14.937 -22.333 3.669  -0.2456
O -15.327 -23.611 4.122  -0.0541
H -14.890 -22.624 0.484  0.0880
H -13.373 -23.034 2.364  0.1004
H -13.855 -21.365 2.109  0.1176
H -15.781 -21.637 3.574  0.1241
H -14.246 -21.894 4.393  0.0954
H -15.733 -24.058 3.372  0.0864
O -15.118 -24.271 9.389  -0.0452
C -13.839 -24.862 9.279  -0.2523
C -13.464 -25.157 7.845  -0.2466
O -13.459 -24.028 6.995  -0.0579
H -15.002 -23.318 9.388  0.0868
H -13.072 -24.205 9.710  0.1203
H -13.768 -25.800 9.834  0.1247
H -14.095 -25.965 7.458  0.1207
H -12.456 -25.589 7.882  0.1010
H -14.373 -23.815 6.777  0.0922
O -11.435 -25.786 4.965  -0.0739
C -12.469 -25.478 4.032  -0.2493
C -13.338 -26.653 3.741  -0.2217
O -13.968 -27.076 4.967  -0.0678
H -11.859 -26.302 5.660  0.0583
H -13.070 -24.642 4.402  0.0916
H -11.977 -25.140 3.117  0.1224
H -12.804 -27.502 3.308  0.1222
H -14.105 -26.346 3.020  0.1207
H -14.870 -27.344 4.774  0.0879

***

Which one sits at the bottom of the stability order? entry w does.

***

Entry w
DFT (ωB97M-V with the def2-TZVPD basis set) results for one molecule with the formula C20H23N3O4.

Computed properties:
Gap between HOMO and LUMO in eV: 7.95
Structure (SMILES): C=CCN(CC=C)c1ccc(N2C(=O)[C@H]3CCCC[C@H]3C2=O)cc1[N+](=O)[O-]
M in g mol⁻¹: 369.42

Each line ends with the natural charge from an NBO analysis.
Geometry (Å):
C 3.888 -0.542 2.990  -0.4013
C 3.393 -1.665 3.475  -0.1930
C 2.516 -2.638 2.735  -0.2652
N 2.329 -2.371 1.326  -0.4085
C 3.447 -2.820 0.511  -0.2512
C 3.522 -4.317 0.430  -0.1895
C 4.593 -5.009 0.773  -0.3882
C 1.390 -1.485 0.900  0.2198
C 0.801 -0.563 1.790  -0.2929
C -0.032 0.440 1.361  -0.0902
C -0.326 0.588 0.005  0.0662
N -1.145 1.649 -0.446  -0.4991
C -0.872 2.384 -1.597  0.7249
O 0.136 2.303 -2.241  -0.5535
C -2.104 3.219 -1.877  -0.3176
C -2.945 2.407 -2.880  -0.3873
C -4.401 2.856 -2.880  -0.3980
C -4.996 2.649 -1.493  -0.4008
C -4.279 3.535 -0.482  -0.3968
C -2.768 3.325 -0.503  -0.3065
C -2.302 2.064 0.202  0.7107
O -2.789 1.529 1.160  -0.5667
C 0.164 -0.342 -0.889  -0.1606
C 0.965 -1.391 -0.447  0.0143
N 1.167 -2.438 -1.403  0.5145
O 1.285 -2.133 -2.573  -0.3777
O 1.125 -3.585 -0.997  -0.3921
H 4.515 0.100 3.585  0.2067
H 3.687 -0.208 1.986  0.1978
H 3.609 -1.966 4.492  0.2047
H 2.966 -3.635 2.810  0.2329
H 1.538 -2.696 3.224  0.2206
H 4.372 -2.435 0.960  0.2035
H 3.371 -2.395 -0.493  0.2186
H 2.630 -4.804 0.068  0.2273
H 4.625 -6.082 0.694  0.2027
H 5.490 -4.530 1.134  0.1878
H 1.042 -0.610 2.838  0.2305
H -0.451 1.129 2.077  0.2258
H -1.847 4.188 -2.306  0.2368
H -2.910 1.349 -2.607  0.2002
H -2.503 2.510 -3.872  0.2280
H -4.467 3.910 -3.157  0.1961
H -4.955 2.276 -3.620  0.2152
H -4.892 1.601 -1.202  0.2025
H -6.060 2.891 -1.496  0.2147
H -4.493 4.582 -0.709  0.2050
H -4.639 3.324 0.527  0.2337
H -2.301 4.149 0.053  0.2413
H -0.088 -0.298 -1.937  0.2539

***

Entry x
DFT (ωB97M-V with the def2-TZVPD basis set) results for a 2-piece molecular cluster, C20H23N3O4 overall.

Computed properties:
Gap between HOMO and LUMO in eV: 8.00
Structure (SMILES): N[C@@H](Cc1c[nH]c2ccccc12)C(=O)O.N[C@@H](Cc1ccccc1)C(=O)O
M in g mol⁻¹: 369.42

Each line ends with the natural charge from an NBO analysis.
Geometry (Å):
N 7.465 -1.168 -0.586  -0.8178
C 6.615 -2.043 -1.376  -0.1524
C 5.423 -1.279 -1.969  -0.4133
C 4.455 -0.747 -0.952  -0.1272
C 4.686 -0.380 0.343  -0.0199
N 3.513 0.051 0.926  -0.5288
C 2.493 -0.026 0.007  0.1111
C 1.136 0.295 0.124  -0.2272
C 0.338 0.109 -0.991  -0.2168
C 0.871 -0.387 -2.196  -0.2443
C 2.214 -0.703 -2.305  -0.2108
C 3.049 -0.523 -1.190  -0.0311
C 7.397 -2.753 -2.478  0.7751
O 8.574 -2.593 -2.703  -0.6035
O 6.637 -3.613 -3.183  -0.6831
H 7.817 -0.429 -1.191  0.3602
H 8.293 -1.685 -0.297  0.3694
H 6.216 -2.826 -0.720  0.2200
H 4.889 -1.954 -2.646  0.2322
H 5.813 -0.465 -2.599  0.2086
H 5.619 -0.389 0.889  0.2356
H 3.421 0.372 1.875  0.4095
H 0.723 0.677 1.055  0.2197
H -0.721 0.349 -0.934  0.2240
H 0.214 -0.519 -3.053  0.2087
H 2.616 -1.081 -3.241  0.2050
H 7.225 -4.016 -3.843  0.4964
N -3.978 3.000 2.689  -0.8155
C -3.999 1.612 3.097  -0.1639
C -5.417 1.028 2.907  -0.4369
C -5.871 1.036 1.464  0.0517
C -5.528 -0.007 0.600  -0.2513
C -5.921 0.019 -0.734  -0.1889
C -6.662 1.091 -1.223  -0.2170
C -7.006 2.136 -0.372  -0.2050
C -6.612 2.108 0.963  -0.2470
C -2.948 0.761 2.368  0.7686
O -2.241 1.178 1.492  -0.5696
O -2.846 -0.529 2.774  -0.6738
H -4.117 3.037 1.683  0.3715
H -3.044 3.374 2.838  0.3693
H -3.764 1.568 4.170  0.2094
H -5.463 0.004 3.303  0.2016
H -6.093 1.635 3.516  0.2337
H -4.944 -0.846 0.973  0.2158
H -5.645 -0.801 -1.393  0.2160
H -6.970 1.112 -2.265  0.2160
H -7.584 2.977 -0.746  0.2159
H -6.879 2.927 1.627  0.2191
H -3.460 -0.695 3.504  0.4811

***

Which one sits at the bottom of the stability order? entry w does.

***

Entry w
DFT (ωB97M-V with the def2-TZVPD basis set) results for C6H19N2 as an isolated structure.

Computed properties:
Gap between HOMO and LUMO (alpha / beta) in eV: 3.23 / 10.83
M in g mol⁻¹: 119.23
2S+1: 2

Each line ends with the Mulliken spin population.
Geometry (Å):
C -2.232 -0.686 -1.088  0.9007
N -0.722 -0.633 -1.027  -4.2449
C -0.139 -1.982 -1.316  0.8450
C -0.280 0.284 -2.012  0.4385
H -2.549 -1.523 -0.464  -0.0113
H -2.591 -0.838 -2.133  0.1383
H -2.647 0.278 -0.742  0.0733
H 0.957 -1.902 -1.228  0.2244
H -0.552 -2.686 -0.582  -0.0929
H -0.331 -2.330 -2.349  0.0524
H 0.814 0.262 -2.118  0.1440
H -0.623 1.318 -1.749  0.1106
H -0.740 0.019 -2.986  0.0912
C 2.131 0.226 1.267  0.2300
C 0.806 0.746 1.851  0.5615
C 0.555 2.211 1.381  0.1976
N -0.211 -0.224 1.443  1.5361
H 2.417 -0.766 1.691  -0.0835
H 1.967 0.213 0.175  0.1457
H 2.903 0.965 1.510  -0.1318
H 0.931 0.738 2.942  -0.1152
H 0.231 2.246 0.324  0.0746
H 1.511 2.773 1.449  -0.0586
H -0.226 2.737 1.941  -0.1588
H 0.083 -1.123 1.734  -0.4005
H -1.088 -0.022 1.933  -0.4709
H -0.376 -0.302 0.154  1.0046

***

Entry x
DFT (ωB97M-V with the def2-TZVPD basis set) results for a 2-piece molecular cluster, C6H19N2 overall.

Computed properties:
Gap between HOMO and LUMO (alpha / beta) in eV: 4.13 / 10.66
M in g mol⁻¹: 119.23
2S+1: 2

Each line ends with the Mulliken spin population.
Geometry (Å):
N -1.277 -0.133 2.126  1.1850
C -1.300 -1.596 1.832  0.4992
C 0.082 -2.206 1.972  -0.0042
N -0.051 -3.620 1.566  0.0227
H -0.751 0.123 2.996  -0.6014
H -0.744 0.391 1.403  0.0173
H -2.218 0.336 2.247  -0.7268
H -2.007 -2.104 2.489  0.0066
H -1.737 -1.744 0.845  0.1072
H 0.792 -1.668 1.332  0.0693
H 0.430 -2.191 3.004  -0.1039
H -0.164 -3.685 0.563  -0.0082
H 0.792 -4.114 1.833  -0.0156
C 0.019 1.122 -0.497  0.3287
C 0.314 1.885 -1.782  -0.0597
C 1.669 2.598 -1.744  0.0176
C 0.244 0.930 -2.972  0.0057
H -0.916 0.554 -0.564  0.0520
H 0.828 0.440 -0.196  0.1587
H -0.106 1.783 0.376  0.0612
H -0.503 2.610 -1.871  0.0030
H 1.795 3.143 -2.678  -0.0002
H 2.456 1.885 -1.491  -0.0050
H 1.688 3.324 -0.924  -0.0008
H -0.562 0.191 -2.889  -0.0025
H 0.115 1.488 -3.903  -0.0008
H 1.110 0.260 -3.074  -0.0051

***

Which one sits at the bottom of the stability order? entry w does.